Molecular formula: C34H26Cl3N4O4PSTi
Method: DFT, ωB97M-V/def2-TZVPD

Properties
HOMO level (alpha / beta): -5.22 / -7.74 eV
ΔE to the lowest compared entry with this formula, charge and spin: 23.2 kcal/mol
HOMO-LUMO gap (alpha / beta): 5.37 / 7.67 eV

```
! RIJCOSX wB97M-V def2-TZVPD def2/J DEFGRID3
* xyz 0 3
Ti 0.506 -0.574 -0.225
N 1.961 2.276 0.463
P 0.223 2.186 0.232
C -0.388 3.250 1.586
C 0.175 4.500 1.841
C -0.315 5.295 2.864
C -1.392 4.857 3.630
C -1.976 3.629 3.364
C -1.474 2.825 2.346
C -0.081 3.270 -1.193
C 0.881 4.106 -1.748
C 0.545 4.968 -2.781
C -0.757 5.000 -3.266
C -1.717 4.159 -2.723
C -1.381 3.292 -1.691
C 2.614 1.199 1.067
C 3.629 1.445 2.006
C 4.231 0.384 2.625
C 3.829 -0.914 2.324
C 2.835 -1.081 1.394
N 2.235 -0.045 0.769
H 2.319 3.154 0.817
H 0.982 4.883 1.223
H 0.129 6.263 3.055
H -1.777 5.480 4.427
H -2.820 3.287 3.949
H -1.925 1.860 2.154
H 1.906 4.069 -1.397
H 1.301 5.613 -3.210
H -1.015 5.670 -4.077
H -2.726 4.158 -3.115
H -2.137 2.630 -1.283
H 3.905 2.466 2.235
H 5.007 0.559 3.360
H 4.270 -1.780 2.794
H 2.503 -2.076 1.125
O 1.750 -2.113 -1.285
S 0.857 -3.239 -0.880
O 1.423 -4.159 0.070
N -0.401 -2.428 -0.431
C -1.267 -2.823 0.634
C -2.063 -3.950 0.641
C -2.901 -4.177 1.734
C -2.918 -3.292 2.795
C -2.088 -2.157 2.808
C -1.990 -1.255 3.916
C -1.029 -0.254 3.858
C -0.249 -0.070 2.741
N -0.370 -0.832 1.591
C -1.267 -1.920 1.694
C 0.456 -4.171 -2.296
C 1.386 -5.111 -2.735
C 1.104 -5.851 -3.869
C -0.096 -5.656 -4.546
C -1.015 -4.721 -4.094
C -0.744 -3.963 -2.962
H -2.034 -4.642 -0.192
H -3.538 -5.052 1.748
H -3.564 -3.475 3.645
H -2.609 -1.398 4.791
H -0.875 0.412 4.698
H 0.502 0.710 2.732
H 2.305 -5.263 -2.187
H 1.817 -6.584 -4.225
H -0.314 -6.243 -5.429
H -1.945 -4.572 -4.627
H -1.445 -3.217 -2.609
Cl 0.813 -1.220 -4.384
C 0.342 0.245 -3.529
Cl 0.193 1.578 -4.679
Cl 1.658 0.685 -2.348
C -1.034 0.023 -2.768
O -1.992 -0.123 -3.477
O -0.963 0.018 -1.485
*
```